Entry 1:
119
Properties=species:S:1:pos:R:3 method="wB97M-V/def2-TZVPD" charge=+1 mol_weight_g_mol=923.17 e_homo_ev=-9.43 orbital_gap_ev=6.92 fmax_ev_per_a=4.48
Be -0.205 0.273 -0.246
C -1.613 4.236 -3.136
N -0.920 3.016 -2.767
C -1.180 2.200 -1.708
N -0.713 0.972 -1.848
C -0.079 0.973 -3.138
C -0.156 2.213 -3.664
C 0.137 2.682 -5.000
C 0.038 1.708 -6.017
C 0.268 2.113 -7.343
C 0.501 3.486 -7.607
C 0.598 4.428 -6.571
C 0.526 4.040 -5.259
C 0.583 -0.251 -3.643
C 1.883 -0.066 -4.072
C 2.631 -1.149 -4.559
C 2.014 -2.382 -4.732
C 0.723 -2.615 -4.216
C 0.006 -1.548 -3.674
P -1.702 2.823 -0.064
C -0.078 2.527 0.825
N 0.772 1.570 0.428
C 1.880 1.710 1.238
C 1.615 2.756 2.212
N 0.313 3.192 1.939
C -0.268 4.379 2.551
C 2.393 3.175 3.367
C 2.847 4.469 3.448
C 3.529 4.926 4.549
C 3.831 4.061 5.648
C 3.416 2.762 5.563
C 2.529 2.328 4.466
C 3.159 1.187 0.741
C 4.360 1.346 1.477
C 5.582 0.933 0.941
C 5.673 0.361 -0.332
C 4.477 0.199 -1.120
C 3.226 0.517 -0.555
C -2.489 1.257 0.404
N -1.716 0.217 0.635
C -2.506 -0.736 1.290
C -3.841 -0.345 1.157
N -3.826 0.953 0.595
C -4.918 1.700 0.108
C -5.057 -1.047 1.577
C -5.534 -0.800 2.860
C -6.764 -1.290 3.173
C -7.581 -2.100 2.296
C -7.019 -2.460 1.085
C -5.761 -1.968 0.731
C -1.997 -1.764 2.178
C -0.788 -1.481 2.884
C -0.331 -2.251 3.907
C -1.081 -3.350 4.321
C -2.233 -3.762 3.657
C -2.716 -2.874 2.626
H -2.447 4.491 -2.447
H -0.908 5.084 -3.183
H -2.144 4.156 -4.121
H -0.311 0.704 -5.792
H 0.362 1.396 -8.133
H 0.609 3.678 -8.644
H 0.788 5.516 -6.743
H 0.924 4.657 -4.506
H 2.375 0.980 -4.066
H 3.687 -1.048 -4.874
H 2.537 -3.226 -5.117
H 0.353 -3.615 -4.177
H -0.992 -1.682 -3.288
H 0.041 5.231 1.973
H -1.373 4.543 2.527
H 0.096 4.560 3.621
H 2.548 5.168 2.670
H 3.893 5.959 4.585
H 4.372 4.419 6.507
H 3.668 1.976 6.267
H 1.948 1.421 4.499
H 4.267 1.719 2.450
H 6.482 1.128 1.547
H 6.662 0.234 -0.678
H 4.503 -0.198 -2.138
H 2.374 0.287 -1.184
H -5.476 1.191 -0.724
H -5.647 1.985 0.914
H -4.464 2.553 -0.370
H -4.838 -0.276 3.518
H -7.179 -1.074 4.157
H -8.523 -2.537 2.625
H -7.571 -3.147 0.400
H -5.375 -2.306 -0.226
H -0.179 -0.611 2.690
H 0.585 -1.907 4.389
H -0.887 -3.906 5.240
H -2.792 -4.669 3.971
H -3.582 -3.298 2.016
C 4.262 -3.180 2.747
C 4.072 -3.801 1.522
C 3.004 -3.429 0.678
C 2.123 -2.415 1.046
C 2.381 -1.690 2.192
C 3.463 -2.105 3.050
Si 0.784 -1.932 -0.291
C -0.284 -3.506 -0.539
C 0.112 -4.834 -0.402
C -0.671 -5.895 -0.718
C -2.031 -5.619 -1.240
C -2.420 -4.317 -1.416
C -1.593 -3.236 -0.965
H 4.977 -3.533 3.479
H 4.813 -4.563 1.138
H 2.881 -4.030 -0.228
H 1.721 -0.843 2.463
H 3.695 -1.481 3.962
H 1.465 -1.854 -1.613
H 1.047 -5.097 0.104
H -0.451 -6.885 -0.437
H -2.733 -6.383 -1.481
H -3.448 -4.139 -1.752
H -1.995 -2.220 -1.059

---

Entry 2:
119
Properties=species:S:1:pos:R:3 method="wB97M-V/def2-TZVPD" charge=+1 mol_weight_g_mol=1136.28 e_homo_ev=-9.57 relative_energy_kcal_mol=16.0 orbital_gap_ev=7.22 fmax_ev_per_a=4.16
Pd 0.504 0.706 0.314
C 0.034 -2.252 -2.840
N 0.816 -1.438 -1.879
P 0.857 -1.892 -0.233
C 0.620 -3.690 -0.358
C 1.560 -4.446 -1.061
C 1.431 -5.822 -1.113
C 0.369 -6.450 -0.470
C -0.568 -5.702 0.221
C -0.445 -4.319 0.274
C 2.673 -1.849 0.101
C 3.597 -1.250 -0.745
C 4.960 -1.337 -0.496
C 5.420 -2.046 0.601
C 4.509 -2.657 1.453
C 3.149 -2.563 1.204
P 0.819 0.319 -2.147
C 1.748 0.436 -3.713
C 1.209 0.151 -4.969
C 2.024 0.139 -6.089
C 3.378 0.426 -5.976
C 3.913 0.759 -4.741
C 3.100 0.768 -3.618
C -0.889 0.680 -2.683
C -1.976 0.048 -2.085
C -3.272 0.398 -2.426
C -3.499 1.395 -3.364
C -2.424 2.049 -3.948
C -1.127 1.699 -3.605
H 0.345 -3.289 -2.805
H 0.244 -1.870 -3.837
H -1.039 -2.202 -2.672
H 2.392 -3.959 -1.554
H 2.164 -6.410 -1.650
H 0.275 -7.527 -0.514
H -1.394 -6.191 0.719
H -1.181 -3.727 0.803
H 3.253 -0.716 -1.615
H 5.662 -0.861 -1.168
H 6.482 -2.136 0.787
H 4.859 -3.217 2.311
H 2.459 -3.057 1.872
H 0.152 -0.050 -5.081
H 1.600 -0.099 -7.056
H 4.011 0.401 -6.852
H 4.961 1.010 -4.651
H 3.515 1.057 -2.660
H -1.819 -0.714 -1.328
H -4.105 -0.095 -1.942
H -4.510 1.668 -3.633
H -2.594 2.837 -4.670
H -0.296 2.235 -4.045
C 4.608 1.566 2.293
C 4.867 2.855 1.850
C 3.964 3.475 1.006
C 2.812 2.793 0.617
N 2.575 1.545 1.052
C 3.447 0.949 1.864
C 1.736 3.376 -0.201
C 1.850 4.624 -0.813
C 0.764 5.201 -1.449
C -0.454 4.536 -1.465
C -0.565 3.271 -0.897
C 0.526 2.669 -0.279
H 5.283 1.044 2.956
H 5.761 3.376 2.168
H 4.146 4.482 0.662
H 3.197 -0.056 2.180
H 2.790 5.160 -0.790
H 0.865 6.172 -1.915
H -1.317 4.989 -1.937
H -1.515 2.755 -0.931
S -1.923 0.819 1.029
Sb -2.264 2.235 2.790
C -0.598 2.867 3.912
C -0.755 3.104 5.274
C 0.328 3.548 6.019
C 1.557 3.753 5.409
C 1.707 3.526 4.048
C 0.627 3.087 3.296
C -3.407 1.198 4.221
C -2.700 0.308 5.026
C -3.383 -0.496 5.925
C -4.765 -0.413 6.021
C -5.467 0.476 5.221
C -4.792 1.280 4.313
C -3.112 4.062 2.165
C -4.483 4.244 2.022
C -4.975 5.480 1.627
C -4.100 6.524 1.365
C -2.731 6.334 1.488
C -2.233 5.105 1.893
H -1.711 2.941 5.757
H 0.210 3.734 7.079
H 2.399 4.095 5.995
H 2.665 3.687 3.569
H 0.741 2.904 2.235
H -1.621 0.236 4.956
H -2.833 -1.190 6.546
H -5.297 -1.044 6.720
H -6.544 0.543 5.298
H -5.354 1.966 3.695
H -5.175 3.434 2.206
H -6.042 5.626 1.529
H -4.486 7.488 1.064
H -2.048 7.146 1.277
H -1.162 4.970 1.999
N 0.450 -1.151 1.181
C 0.511 -1.528 2.512
C 0.737 -0.483 3.423
C 0.823 -0.714 4.784
C 0.674 -1.995 5.295
C 0.438 -3.036 4.409
C 0.358 -2.815 3.043
H 0.872 0.514 3.026
H 1.008 0.123 5.449
H 0.751 -2.177 6.358
H 0.318 -4.043 4.788
H 0.175 -3.644 2.381